# 1
C4H10NOS | ωB97M-V/def2-TZVPD

- Gap between HOMO and LUMO: 6.0 eV
- Net charge: -1
- ΔE to the lowest compared entry with this formula, charge and spin: 70.6 kcal per mole
- Electronic energy: -686.55205 Ha
- HOMO energy: -2.86 eV
- Spin multiplicity: 1

Each line ends with the natural charge from an NBO analysis.
Positions of all 17 atoms, in Å:
H 1.13246 1.39212 0.73179  0.196
H -0.01634 -1.88102 -0.56244  0.352
C -1.75746 0.44348 1.04935  0.023
H 0.10860 -0.62242 1.51382  0.137
S 2.84482 -0.74354 -0.87591  -0.109
H 1.96973 -1.51821 -0.14897  0.131
C 1.50097 0.44277 -1.20147  -0.515
C -0.35034 -0.18477 0.59580  -0.093
H -1.75220 -1.42097 -0.12445  0.426
H -0.18538 1.46271 -0.48244  0.204
O -2.58076 -0.45942 1.51335  -0.912
H -2.02946 1.04621 0.13606  0.056
H 0.86797 -0.12856 -1.88430  0.224
H 1.78538 1.38344 -1.67040  0.213
N -0.76663 -1.28658 -0.30709  -0.940
C 0.60603 0.80244 -0.03158  -0.443
H -1.37739 1.27234 1.74888  0.050

Cartesian forces (eV/Å) of the 2 atoms listed first:
H -0.0468 -0.1983 -0.1097
H -0.4978 -1.2369 -0.1241

=====

# 2
C30H37AsN2O8S2SbTi | ωB97M-V/def2-TZVPD

- Gap between HOMO and LUMO (spin up / spin down): 7.6 / 7.8 eV
- ⟨S²⟩: 0.754
- ΔE to the lowest compared entry with this formula, charge and spin: 0.0 kcal per mole
- Electronic energy: -5998.83753 Ha
- HOMO energy (spin up / spin down): -8.11 / -8.35 eV
- Spin multiplicity: 2

Each line ends with the Löwdin charge.
Positions of all 82 atoms, in Å:
As 2.92152 -0.11378 -1.53453  0.912
H -5.24239 -2.98735 1.07688  0.112
H 2.62475 1.38591 3.02010  0.066
H 3.17744 1.25008 4.69258  0.082
C -1.10134 -3.20684 3.27861  -0.127
C 3.11742 -3.15429 0.59133  -0.138
H -3.82269 0.53576 3.06466  0.104
N -1.21735 -1.20154 -0.17813  0.032
O 1.38162 -0.47819 -0.88998  -0.564
C -1.00640 -2.13952 -1.07840  -0.090
Sb 1.25454 -1.41797 2.38904  1.588
H 3.46713 -4.14346 0.28341  0.082
H 1.64693 -4.50316 3.44735  0.057
H 4.87552 -0.43720 4.02677  0.080
H 1.52347 4.67149 -2.75983  0.116
C -2.53250 -0.20955 1.53257  -0.266
S -1.43336 1.97459 2.53790  0.603
N -1.48484 0.69335 1.57120  -0.235
H 3.97174 0.58045 -4.03078  0.103
H -5.52903 -1.19361 2.75031  0.110
C -3.65003 3.53642 2.86746  -0.059
H 1.46781 1.04545 4.29191  0.058
C -4.64656 -1.21944 2.12467  -0.060
C 2.06014 3.78164 -3.05791  -0.045
H 3.51958 1.05411 0.28369  0.021
C 2.05860 2.68163 -2.21703  -0.254
C -2.70225 3.07358 1.97012  -0.267
H -1.87828 -2.60514 2.80169  0.056
H 3.98658 2.53726 -5.54549  0.110
C 2.46864 -4.23754 2.78128  -0.138
O -0.16100 2.02207 -0.98921  -0.383
H 4.43094 -1.96477 3.26899  0.053
H -0.07232 -2.07038 -1.62235  0.112
C 2.75344 1.52219 -2.55483  -0.218
S 1.09083 2.80533 -0.73375  0.547
Ti 0.20876 0.43766 0.34783  0.897
H 3.98281 -2.60146 0.95656  0.068
C -4.63004 4.41282 2.42365  -0.071
O 3.91251 0.27699 -0.14713  -0.230
H 2.56017 -1.18432 4.70239  0.085
H 4.38247 -0.47567 2.33393  0.060
C -0.02401 -2.31909 3.88931  -0.554
H -0.70897 -3.90418 2.53488  0.063
C 2.74928 -0.65697 3.76177  -0.548
C -1.92332 -3.17599 -1.31309  -0.027
O -1.73263 1.66126 3.90901  -0.290
C -4.65144 4.81277 1.09594  -0.074
H -3.70858 4.65954 -0.82821  0.109
C -3.33567 -2.23726 0.39165  -0.161
O 0.88386 4.18277 -0.44434  -0.235
H 2.86224 -5.16654 2.35987  0.079
H 2.75572 4.59665 -4.91118  0.110
C 3.44066 1.48589 -3.76198  -0.074
C 4.18584 -0.90504 3.31856  -0.139
H -5.37353 4.78315 3.11653  0.106
H 3.26214 -3.79810 3.38791  0.065
H -1.69479 -3.91645 -2.06599  0.111
O -0.13792 2.53365 2.21049  -0.310
H -1.95238 3.10545 -0.04209  0.092
C -3.07860 -3.22494 -0.58335  0.008
C -0.61788 -1.31443 4.86520  -0.131
H -1.15378 -1.84527 5.65759  0.083
C -3.67569 -0.21401 2.30074  -0.004
O 1.79583 1.98682 0.29235  -0.423
H 2.75308 -2.65393 -0.30247  0.032
H 0.14338 -0.69550 5.34119  0.066
C -2.36684 -1.23044 0.55709  -0.171
C -3.69323 4.34212 0.20572  -0.059
H -3.80400 -4.01427 -0.73722  0.122
C 2.03252 -3.30831 1.65160  -0.544
C -4.49502 -2.21502 1.20067  -0.040
H -1.58772 -3.79672 4.06069  0.084
C 3.44257 2.58484 -4.61180  -0.056
H 0.68665 -2.94938 4.43448  0.070
C 2.75517 3.73404 -4.25899  -0.056
H -3.61211 3.21193 3.89824  0.112
H -5.41639 5.49639 0.75190  0.105
O 3.56248 -1.29748 -2.42458  -0.416
H 1.15340 -3.75107 1.16882  0.071
C 2.48470 0.83631 3.95487  -0.152
C -2.70932 3.46976 0.63960  -0.038
H -1.32406 -0.64345 4.37773  0.046

Cartesian forces (eV/Å) of the 2 atoms listed first:
As -0.0991 0.1317 0.0020
H -0.0145 -0.0042 0.0075